# 1
DFT (the ωB97M-V functional and the def2-TZVPD basis) results for a structure of composition C28H25Cl4CoNO2Se2.

Values from the calculation:
* relative energy (zero: lowest compared OMol25 entry of this formula, charge and spin): 1.7 kcal per mole
* net charge: -2
* Kohn-Sham gap (spin up / spin down): 5.3267 / 5.2979 eV
* 2S+1: 2

The geometry in XYZ format:
```
63
Properties=species:S:1:pos:R:3:forces:R:3
Co 1.05776 -0.05704 -0.94000 -0.147 0.251 -0.169
C -3.01790 -1.41306 -2.92051 0.115 -0.038 -0.048
Se -2.66140 -1.36005 -1.01582 0.045 0.029 0.236
C -4.51688 -0.91278 -0.57042 -0.059 0.045 0.062
C -4.70819 -0.69372 0.92273 0.055 -0.043 -0.080
Se -3.32869 0.46555 1.67988 0.050 0.062 -0.079
C -4.09112 0.43575 3.46652 0.067 -0.001 0.027
H -3.51035 -0.48790 -3.21650 -0.007 0.004 -0.043
H -3.63487 -2.27470 -3.16982 -0.016 0.005 -0.033
H -2.06014 -1.49481 -3.43410 -0.046 -0.007 0.053
H -5.15867 -1.73090 -0.90251 -0.085 0.025 -0.030
H -4.78136 -0.01325 -1.12840 -0.042 0.038 0.018
H -4.65315 -1.64165 1.45856 0.007 -0.041 0.007
H -5.67348 -0.22975 1.12766 -0.090 -0.046 -0.018
H -4.12552 -0.58804 3.83655 0.006 0.000 0.011
H -5.08708 0.87641 3.48031 -0.021 0.017 0.011
H -3.42189 1.01518 4.10045 -0.025 -0.016 0.012
Cl 1.58347 -2.40300 -7.25585 -0.038 0.038 0.132
C 1.12865 -2.23528 -5.57818 0.024 0.093 0.012
C 0.48304 -3.26426 -4.92434 -0.031 0.005 0.095
Cl 0.08564 -4.73942 -5.76848 0.040 0.095 0.067
C 0.13928 -3.11545 -3.56330 -0.033 -0.037 -0.147
Cl -0.71836 -4.37974 -2.72459 0.039 0.034 -0.028
C 0.43474 -1.95694 -2.84587 0.020 0.021 0.021
O 0.12885 -1.76203 -1.60175 0.009 -0.153 -0.035
C 1.09747 -0.87235 -3.53850 0.011 0.162 0.038
O 1.32565 0.21488 -2.86648 0.232 -0.409 0.009
C 1.42533 -1.04542 -4.88044 0.000 -0.056 -0.132
Cl 2.21272 0.28768 -5.68309 -0.028 -0.096 -0.023
C 5.29955 1.03370 0.89447 -0.104 -0.057 -0.044
C 4.74714 1.70780 -0.19094 -0.065 -0.139 0.034
C 3.56699 1.24584 -0.77070 0.242 -0.010 -0.019
C 2.87801 0.11895 -0.29091 -0.273 0.559 -0.085
C 3.46528 -0.53890 0.79430 0.085 -0.089 0.072
C 4.65391 -0.10224 1.37659 0.002 0.052 -0.137
H 6.21676 1.38459 1.35574 0.004 0.006 0.010
H 5.22984 2.60016 -0.57911 0.009 -0.014 -0.009
H 3.16677 1.77927 -1.62942 -0.023 -0.002 0.050
H 2.97831 -1.41303 1.21599 -0.040 0.022 0.032
H 5.07271 -0.64642 2.21744 0.004 -0.001 0.023
C -0.14760 -1.78197 4.21266 -0.005 0.029 -0.077
C -0.20858 -0.39836 4.31225 -0.001 0.031 -0.127
C -0.06000 0.41716 3.19581 0.023 -0.116 0.088
C 0.15977 -0.12985 1.91086 -0.214 0.104 -0.153
C 0.18952 -1.54298 1.82405 0.076 -0.024 0.029
C 0.04899 -2.33673 2.94397 -0.017 0.066 -0.001
N 0.21945 0.59333 0.75034 0.290 -0.209 0.265
C 0.39683 1.98329 0.78691 -0.103 -0.276 0.054
C -0.35231 2.77168 -0.09283 -0.030 0.171 -0.074
C -0.16242 4.14665 -0.17018 -0.020 -0.122 -0.012
C 0.78134 4.77533 0.63117 0.011 -0.068 0.033
C 1.54086 3.99985 1.50347 -0.048 -0.074 -0.005
C 1.35208 2.62860 1.58356 0.141 0.119 0.033
H -0.25492 -2.41081 5.08848 -0.006 -0.005 -0.001
H -0.38529 0.06341 5.27922 0.022 0.022 0.013
H -0.12825 1.49053 3.31176 -0.015 0.023 0.018
H 0.30929 -1.98673 0.83942 0.001 0.013 0.051
H 0.08644 -3.41510 2.82839 -0.011 0.000 -0.011
H -1.08193 2.27077 -0.71952 -0.004 0.020 0.011
H -0.75821 4.72935 -0.86482 0.008 -0.018 0.000
H 0.93488 5.84634 0.56797 0.005 -0.001 -0.002
H 2.31038 4.46500 2.11015 -0.004 -0.001 0.010
H 1.98085 2.02762 2.22977 0.006 0.010 -0.014
```
Positions in Å, forces in eV/Å.

From a natural (NBO) analysis of the wavefunction, the atomic charges in e read: 1.133 -0.800 0.371 -0.609 -0.574 0.324 -0.807 0.199 0.202 0.250 0.199 0.198 0.204 0.196 0.209 0.194 0.228 -0.034 -0.111 -0.118 -0.034 -0.163 -0.030 0.263 -0.820 0.349 -0.796 -0.184 -0.034 -0.279 -0.228 -0.272 -0.293 -0.206 -0.260 0.181 0.183 0.210 0.193 0.184 -0.329 -0.225 -0.286 0.207 -0.269 -0.193 -0.726 0.156 -0.197 -0.231 -0.278 -0.204 -0.257 0.184 0.182 0.200 0.243 0.192 0.215 0.193 0.188 0.191 0.226



# 2
DFT (the ωB97M-V functional and the def2-TZVPD basis) results for a structure of composition C28H25Cl5MoNO.

Values from the calculation:
* relative energy (zero: lowest compared OMol25 entry of this formula, charge and spin): 11.7 kcal per mole
* net charge: +1
* Kohn-Sham gap (spin up / spin down): 6.3964 / 7.2155 eV
* 2S+1: 3

The geometry in XYZ format:
```
61
Properties=species:S:1:pos:R:3:forces:R:3
C -1.73062 -1.68651 1.89434 -0.055 -1.650 -0.580
C -2.15500 -1.52849 0.54479 0.209 -0.849 0.416
C -1.04637 -1.75995 -0.30789 0.301 -0.434 0.563
H -3.18540 -1.43805 0.23442 0.148 0.552 -0.004
C 0.07037 -2.13076 0.50429 -0.550 -0.419 0.351
C -0.36331 -2.12382 1.86179 -0.391 -0.603 -0.194
H 1.01280 -2.50594 0.13409 0.072 0.369 0.086
C -1.87868 2.27859 2.04187 -0.152 -0.882 -0.681
C -2.79337 1.37871 1.40832 0.288 0.508 -0.465
C -2.37047 1.17790 0.05291 0.384 0.638 0.793
H -3.74447 1.03704 1.80629 0.452 -0.170 0.123
C -1.20212 2.00012 -0.15589 -0.155 0.579 0.920
C -0.89853 2.66898 1.09190 -0.255 -0.676 -1.712
H -1.06996 -1.79849 -1.38927 0.103 0.214 0.061
H 0.19770 -2.44871 2.72039 0.138 0.136 -0.026
H -2.37036 -1.66081 2.75324 0.013 0.077 0.088
H -0.16856 3.47296 1.19417 -0.125 -0.602 0.213
H -2.94156 0.71233 -0.75781 0.320 0.129 0.600
H -1.94987 2.68173 3.05055 0.009 -0.328 -0.288
Mo -0.52151 -0.02190 1.20509 -1.263 3.704 0.208
C -0.60773 2.26105 -1.52687 0.566 -0.399 0.359
C 0.17927 3.58985 -1.46293 0.014 -0.001 -0.114
C -1.69171 2.34977 -2.60940 -0.078 0.224 0.000
H -0.56209 4.39429 -1.30991 0.428 -0.215 -0.135
H 0.75084 3.79433 -2.37607 -0.302 -0.095 0.002
H 0.90132 3.64913 -0.63663 -0.234 -0.247 -0.175
H -2.35959 3.18441 -2.40328 -0.104 0.027 -0.023
H -2.29047 1.43562 -2.67379 0.120 0.107 0.000
H -1.23335 2.51317 -3.59276 -0.056 0.009 0.230
C 0.21069 1.00232 -1.92594 0.280 -0.295 -0.785
C 1.49590 0.75663 -1.16958 -0.969 0.093 2.180
H 0.47259 1.02057 -3.00012 -0.220 0.159 0.597
H -0.43951 0.10798 -1.79140 0.396 0.659 -0.148
O 1.51604 0.85085 0.08733 0.025 -0.400 -2.300
N 2.59419 0.42907 -1.96101 1.303 0.168 -0.502
C 2.99748 -0.98863 -2.12285 0.118 -0.367 0.253
H 3.40214 1.04288 -1.83898 -0.322 -0.352 0.441
C 1.92134 -1.83024 -2.77873 -0.002 -0.379 -0.512
C 1.70003 -3.15541 -2.37871 -0.166 0.294 0.047
H 2.35424 -3.58098 -1.61768 -0.204 -0.015 -0.065
C 0.68109 -3.92074 -2.95234 0.171 0.084 0.022
H 0.54915 -4.95949 -2.64697 0.002 0.299 -0.080
C -0.16214 -3.35004 -3.90691 -0.012 0.190 0.186
H -0.99086 -3.92241 -4.32031 0.175 0.127 0.106
C 0.07814 -2.04504 -4.34459 0.330 -0.108 -0.027
H -0.58196 -1.57630 -5.07628 0.314 -0.249 0.017
C 1.18811 -1.34142 -3.86314 -0.334 0.016 0.003
H 1.49640 -0.41472 -4.35281 -0.297 -0.077 0.400
H 3.27689 -1.45876 -1.16295 -0.229 0.227 -0.083
H 3.92525 -1.03585 -2.71263 -0.350 0.390 -0.008
Cl -2.42686 0.24720 4.27323 -0.047 0.176 0.417
C -0.70635 0.34722 4.45347 0.546 -0.022 0.902
C 0.16145 0.20535 3.37332 -0.463 -0.906 -1.385
C 1.51555 0.03622 3.62614 0.057 0.599 0.812
Cl 2.50096 -0.80654 2.48179 0.441 0.450 -0.089
C 2.06559 0.41341 4.86659 -1.055 -0.375 0.019
Cl 3.73147 0.65779 5.08645 0.344 -0.233 -0.042
C 1.18224 0.51877 5.96002 -0.494 -0.112 -0.737
Cl 1.79213 0.60236 7.53368 0.336 0.238 0.569
C -0.21096 0.41953 5.77437 0.381 -0.209 -0.871
Cl -1.26761 0.25186 7.11157 0.101 0.223 0.048
```
Positions in Å, forces in eV/Å.

From a natural (NBO) analysis of the wavefunction, the atomic charges in e read: -0.312 -0.170 -0.190 0.264 -0.247 -0.216 0.275 -0.144 -0.272 -0.285 0.252 0.046 -0.301 0.263 0.283 0.288 0.261 0.255 0.259 0.815 -0.081 -0.617 -0.598 0.230 0.226 0.218 0.227 0.204 0.226 -0.536 0.802 0.254 0.250 -0.563 -0.723 -0.224 0.418 -0.072 -0.217 0.217 -0.211 0.230 -0.232 0.230 -0.162 0.218 -0.222 0.226 0.191 0.237 0.029 0.013 -0.297 -0.076 0.059 -0.076 0.096 -0.093 0.103 -0.115 0.087



# 3
DFT (the ωB97M-V functional and the def2-TZVPD basis) results for a structure of composition C28H25ClInNO5P.

Values from the calculation:
* relative energy (zero: lowest compared OMol25 entry of this formula, charge and spin): 0.0 kcal per mole
* net charge: +1
* Kohn-Sham gap: 8.9674 eV

The geometry in XYZ format:
```
62
Properties=species:S:1:pos:R:3:forces:R:3
In 0.86345 0.15110 1.39372 -0.508 0.208 -0.150
O -0.47477 2.28052 3.90634 -0.139 0.059 0.014
C -0.52834 2.12325 2.71381 0.065 -0.182 -0.192
O -0.91285 0.99612 2.11327 0.419 -0.102 0.222
C -0.05886 3.21597 1.74117 0.057 0.111 0.061
C -0.39492 2.89864 0.28434 0.041 -0.217 -0.010
C -0.16316 4.09660 -0.62579 -0.021 0.072 0.024
C 1.38049 4.14707 -0.72033 -0.002 0.052 -0.030
C 1.77892 3.00514 0.19749 0.016 -0.238 0.006
O 0.73096 2.01386 -0.07582 -0.002 0.143 -0.006
C 1.51150 3.35728 1.67142 -0.081 0.132 0.010
C 2.35374 2.46868 2.58612 0.192 -0.166 -0.209
O 3.07682 2.92925 3.42320 -0.095 0.024 0.066
O 2.35693 1.16372 2.28480 -0.094 -0.025 0.143
H -0.49590 4.15656 2.07344 0.005 -0.010 0.005
H -1.32353 2.35732 0.13787 -0.007 0.029 0.008
H -0.59546 4.99970 -0.19694 0.005 0.008 -0.017
H -0.61881 3.93290 -1.60050 0.001 -0.004 -0.004
H 1.80721 5.09131 -0.38726 -0.013 0.006 -0.008
H 1.72077 3.95885 -1.73741 0.009 -0.002 0.009
H 2.74575 2.54700 0.00259 0.004 0.045 0.023
H 1.80756 4.38142 1.88601 0.002 -0.023 0.032
Cl 3.17426 -0.81983 -0.11896 -0.105 0.009 -0.173
C 2.48287 -1.18266 -1.69903 0.235 0.058 0.309
C 3.39675 -1.35963 -2.72366 -0.126 -0.027 -0.106
C 2.93183 -1.69292 -3.98572 0.035 0.010 0.035
C 1.57082 -1.85375 -4.21120 0.048 0.009 0.017
C 0.67670 -1.66757 -3.17376 -0.098 -0.033 -0.036
C 1.11197 -1.31358 -1.89374 0.044 -0.057 -0.029
P -0.10337 -1.14817 -0.56484 0.146 0.052 -0.028
C -1.46157 -0.13512 -1.17297 0.014 0.056 -0.013
C -1.30532 0.71819 -2.26325 -0.031 0.031 -0.028
C -2.33215 1.58190 -2.61518 -0.001 -0.033 0.032
C -3.50373 1.60887 -1.87182 -0.015 0.013 -0.017
C -3.65391 0.77334 -0.77249 0.015 -0.005 -0.014
C -2.63458 -0.09482 -0.41819 -0.034 -0.004 0.028
C -0.70501 -2.81084 -0.23203 -0.007 -0.015 0.031
C 0.07093 -3.63859 0.57816 0.020 -0.019 0.017
C -0.31016 -4.95410 0.78489 -0.006 -0.007 0.002
C -1.46837 -5.44164 0.19406 -0.001 0.018 -0.010
C -2.24362 -4.61735 -0.61022 0.038 -0.027 0.033
C -1.86274 -3.30252 -0.82907 -0.064 -0.006 -0.045
H 4.45315 -1.24585 -2.52805 0.010 -0.002 0.001
H 3.64091 -1.83698 -4.78955 -0.013 0.000 -0.013
H 1.20934 -2.12790 -5.19233 -0.008 0.000 -0.003
H -0.38311 -1.79943 -3.35840 0.002 0.000 0.030
H -0.38661 0.72634 -2.83373 0.014 -0.017 0.014
H -2.21350 2.23461 -3.46975 -0.002 0.007 0.001
H -4.30174 2.28590 -2.14675 0.000 -0.002 0.000
H -4.56175 0.80226 -0.18562 0.000 0.000 0.003
H -2.75238 -0.72380 0.45594 0.029 -0.008 0.000
H 0.97689 -3.26575 1.04275 -0.002 0.023 -0.005
H 0.29666 -5.59841 1.40661 -0.004 -0.003 0.003
H -1.76633 -6.46818 0.35981 -0.004 -0.002 0.001
H -3.14449 -4.99945 -1.07057 -0.005 0.004 -0.004
H -2.47237 -2.66807 -1.46027 0.024 0.022 0.010
C 0.00145 -1.79709 5.51281 0.092 0.053 -0.242
C 0.46887 -1.57507 4.15172 0.031 0.114 0.270
N 0.86312 -1.34656 3.10153 -0.098 -0.132 -0.111
H -0.71671 -2.61357 5.53482 -0.006 -0.003 -0.006
H -0.46744 -0.87347 5.85258 -0.008 -0.004 0.022
H 0.85697 -2.03101 6.14394 -0.016 0.000 0.026
```
Positions in Å, forces in eV/Å.

From a natural (NBO) analysis of the wavefunction, the atomic charges in e read: 1.678 -0.578 0.780 -0.882 -0.353 0.084 -0.434 -0.418 0.099 -0.598 -0.359 0.807 -0.549 -0.898 0.259 0.242 0.229 0.224 0.231 0.222 0.229 0.256 0.087 0.016 -0.227 -0.148 -0.220 -0.100 -0.439 0.945 -0.418 -0.185 -0.202 -0.176 -0.221 -0.119 -0.307 -0.214 -0.188 -0.172 -0.197 -0.201 0.248 0.238 0.237 0.221 0.230 0.230 0.233 0.235 0.225 0.224 0.229 0.232 0.232 0.228 -0.736 0.539 -0.487 0.275 0.297 0.283